15
Properties=species:S:1:pos:R:3:mulliken_charge:R:1 method="wB97M-V/def2-TZVPD" homo_ha=-0.3553 charge=0 e_lumo_ev=0.221 relative_energy_kj_mol=621.4 largest_force_ev_per_a=4.76
O -2.47956 -0.62697 0.39465 -0.48
C -1.37442 -0.25799 -0.00207 0.14
O -1.19299 1.20393 -0.43751 -0.20
N 0.01395 1.89206 0.07310 -0.30
C 1.23519 1.38085 0.31868 -0.09
C 1.71699 -0.18859 -0.07322 -0.06
C 1.04893 -1.16206 0.94125 -0.37
C -0.17080 -1.16476 -0.16385 -0.07
N 0.93701 -0.69243 -1.16693 -0.53
H 1.96476 2.24392 0.98719 0.27
H 2.79067 0.00978 -0.04338 0.36
H 0.89337 -0.88878 2.07556 0.29
H 1.63639 -2.15769 0.71198 0.24
H -0.46811 -2.15166 -0.56103 0.46
H 1.17123 -1.71333 -1.29533 0.33